(1)
# C13H30N2O2P2Sr

C13H30N2O2P2Sr as an isolated structure (wB97M-V/def2-TZVPD, the Open Molecules 2025 dataset).

Gap between HOMO and LUMO (alpha / beta), eV: 8.1 / 6.0
Energy, eV: -40448.41913
Spin multiplicity: 2
Charge: +1

Last column: Löwdin spin population.
Geometry (Å):
P -2.586 -2.470 1.129  0.00
H 0.156 -1.980 3.595  0.00
H -0.771 0.163 4.768  0.00
C -0.090 -2.747 -0.475  0.00
H -0.341 4.500 -0.720  0.02
H -2.057 -2.114 -1.261  0.00
H 2.233 -2.528 -1.588  0.00
H -0.247 1.851 4.944  0.00
C 2.228 1.899 -1.139  0.02
O 0.892 -0.347 2.586  0.00
Sr -0.485 0.353 0.353  0.00
C 2.553 -0.431 -1.342  0.04
C -1.028 -0.486 -4.047  0.00
H 1.690 0.589 4.318  0.00
C 0.933 0.748 3.533  0.00
H -1.974 -3.756 -0.657  0.00
C -0.400 1.040 4.218  0.00
H 3.645 -0.323 -1.181  0.01
P 0.179 3.462 0.090  0.05
H -1.190 1.403 3.539  0.00
C 1.680 3.167 -0.848  0.45
H 1.253 1.623 2.951  0.00
C -1.650 1.999 -3.572  0.00
H -2.841 -3.900 1.117  0.00
H -1.569 2.770 -2.788  0.00
C 1.082 -1.689 3.091  0.00
H -0.395 -1.335 -3.739  0.00
C 2.265 -1.904 4.008  0.00
H 2.708 -1.995 0.091  0.00
C -0.841 0.772 -3.143  0.00
N 1.830 0.708 -0.744  0.35
H 1.190 -2.321 2.211  0.00
H 3.122 1.987 -1.806  0.00
H 0.731 4.462 0.965  0.02
C 2.087 -1.771 -0.793  0.00
H 0.323 -3.779 -0.651  0.00
H 3.191 -1.488 3.599  0.00
H 2.080 -1.474 4.988  0.00
H -0.702 -0.296 -5.090  0.00
H -1.430 2.453 -4.543  0.00
H 0.249 0.975 -3.187  0.00
O -1.139 0.719 -1.785  0.01
H -2.081 -0.813 -4.113  0.00
H 2.448 -2.973 4.171  0.00
H -3.772 -2.309 0.325  0.00
C -1.635 -2.727 -0.472  0.00
H -2.706 1.693 -3.562  0.00
H 2.243 4.024 -1.230  0.02
N 0.661 -1.727 -0.361  0.00
H 2.393 -0.445 -2.440  0.02

(2)
# C7H15Br2GaIO2S

C7H15Br2GaIO2S as an isolated structure (wB97M-V/def2-TZVPD, the Open Molecules 2025 dataset).

Gap between HOMO and LUMO, eV: 7.2
Energy, eV: -222997.94063
Charge: -1

Last column: natural (NBO) charge in e.
Geometry (Å):
O 0.242 -0.555 -3.341  -0.51
H -1.050 -1.782 -4.417  0.17
I 0.744 1.382 0.866  -0.42
O -0.316 0.549 -1.517  -0.55
H -0.309 -0.895 -6.652  0.21
Br -0.931 -1.938 5.190  -0.14
S 4.079 -0.309 2.367  -0.64
C -0.304 -0.335 4.143  -0.20
H -2.735 0.418 -2.324  0.25
H 2.725 2.254 3.632  -0.31
H -2.116 0.860 4.052  0.21
C -1.146 0.869 4.549  -0.65
H 1.628 -1.141 4.488  0.23
C -0.101 -0.333 -5.740  -0.64
C -0.651 0.127 -2.586  0.80
H -0.507 -0.581 3.104  0.24
H 3.626 -1.507 1.941  0.13
H 0.666 -2.015 -4.659  0.20
Br 1.491 0.687 6.184  -0.05
H -1.310 0.873 5.627  0.22
Ga 2.194 0.898 2.980  0.89
C -2.026 0.412 -3.149  -0.74
H -2.379 -0.327 -3.865  0.21
C 1.180 -0.152 4.432  -0.72
H 0.870 0.153 -5.841  0.22
H -0.846 0.456 -5.644  0.21
H -0.600 1.789 4.330  0.23
H -2.017 1.396 -3.618  0.24
C -0.102 -1.252 -4.534  -0.07

(3)
# C4H5F2N2PS

A 2-piece molecular cluster, C4H5F2N2PS overall (wB97M-V/def2-TZVPD, the Open Molecules 2025 dataset).

Gap between HOMO and LUMO (alpha / beta), eV: 8.4 / 8.4
Energy, eV: -32763.41076

Last column: natural (NBO) charge in e.
Geometry (Å):
C -1.357 -2.255 -1.358  0.60
C 1.229 1.162 0.844  0.05
H -2.551 -0.534 -0.119  0.10
F -1.093 -3.290 -0.541  -0.33
H -2.859 -0.500 -1.964  0.00
C 0.067 -0.512 -0.376  -0.12
N -0.683 0.363 0.181  -0.38
H 2.473 2.657 0.652  0.24
H 1.688 2.490 2.308  0.25
F -0.885 -2.630 -2.506  -0.30
C 2.214 2.016 1.447  -0.66
P -2.967 -1.494 -1.090  0.27
H 3.051 1.422 1.708  0.23
N -0.058 1.311 0.915  -0.27
S 1.732 -0.206 -0.100  0.35